Entry 1:
Formula: C7H9BN3
Source: the Open Molecules 2025 dataset
Level of theory: the ωB97M-V functional and the def2-TZVPD basis

The energy above the lowest of the compared OMol25 structures with the same formula, charge and spin is 0.0 kcal/mol. As for the total charge: +1. The gap between HOMO and LUMO comes out at 0.27759 hartree. For the maximum force, the calculation gives 4.32 eV/A. The LUMO energy comes out at -7.37 eV. The HOMO energy is -14.93 eV.

Geometry as XYZ:
```
20
Properties=species:S:1:pos:R:3:lowdin_charge:R:1
C 5.434 -0.270 1.180 -0.08
C -0.252 -0.258 -0.747 -0.10
C 5.176 1.348 -1.111 -0.09
H -2.321 0.499 0.593 0.04
N 2.184 -0.635 -0.938 0.16
H -1.225 -0.614 -1.226 0.15
C 0.996 -1.219 -1.303 -0.12
H 0.517 -0.112 1.429 0.11
H -1.875 0.692 2.189 0.08
C -0.368 -0.297 0.815 -0.26
H 0.803 -1.373 -2.345 0.13
C 3.183 -0.230 -0.506 0.26
H -0.822 -1.269 1.067 0.12
N 5.496 1.759 -2.117 0.25
C -1.481 0.650 1.175 -0.13
H -1.149 1.749 1.023 0.11
B 4.728 0.342 -0.044 -0.12
H 0.938 -2.294 -0.931 0.17
N 5.971 -0.865 1.984 0.24
H 0.127 0.667 -0.998 0.07
```

---

Entry 2:
Formula: C7H9Br2NOS
Source: the Open Molecules 2025 dataset
Level of theory: the ωB97M-V functional and the def2-TZVPD basis

The gap between HOMO and LUMO comes out at 0.28609 hartree. For the maximum force, the calculation gives 4.85 eV/A. The LUMO energy comes out at -2.20 eV. The HOMO energy is -9.99 eV.

Geometry as XYZ:
```
21
Properties=species:S:1:pos:R:3:lowdin_charge:R:1
H -1.699 -1.304 0.918 0.12
H 0.172 0.849 -1.335 0.10
H -0.929 -1.804 -0.732 0.07
N 0.219 -3.440 -1.618 0.12
C 1.038 -1.461 1.146 -0.57
H -1.698 -0.137 -0.584 0.10
H -0.515 1.615 1.287 0.12
C 0.915 0.158 -0.864 -0.13
H 0.976 0.954 2.178 0.09
Br 3.692 -0.197 0.602 0.76
S 2.720 -3.274 -0.418 0.83
H 1.822 0.878 -0.616 0.06
C 0.065 0.638 1.563 -0.04
Br 3.173 -2.338 2.783 0.73
C -1.102 -0.916 -0.012 -0.06
C 1.195 -3.315 -1.056 -0.76
C 2.489 -1.550 1.164 -1.17
H 1.136 -0.492 -1.697 0.08
O 0.462 -2.328 1.811 0.03
C 0.286 -0.343 0.349 -0.58
H -0.615 0.035 2.290 0.11
```

---

Entry 3:
Formula: C7H9BrN
Source: the Open Molecules 2025 dataset
Level of theory: the ωB97M-V functional and the def2-TZVPD basis

The energy above the lowest of the compared OMol25 structures with the same formula, charge and spin is 71.9 kcal/mol. As for the total charge: +1. The gap between HOMO and LUMO comes out at 0.26791 hartree. For the maximum force, the calculation gives 5.03 eV/A. The LUMO energy comes out at -5.88 eV. The HOMO energy is -13.17 eV.

Geometry as XYZ:
```
18
Properties=species:S:1:pos:R:3:lowdin_charge:R:1
C 3.277 0.339 -2.154 -0.10
H -1.236 1.961 1.325 0.09
C 2.610 1.233 -1.047 -0.50
Br 0.932 1.636 -0.947 1.22
H 4.315 0.681 -2.353 0.09
H 2.743 0.193 -3.158 0.11
C -1.950 -1.640 0.611 -0.04
C -1.034 -0.847 -0.041 -0.19
H -3.551 -1.582 2.013 0.10
H 3.194 1.569 -0.288 0.02
C -2.723 -1.086 1.619 -0.05
H -2.144 -2.681 0.322 0.13
C -2.385 0.162 2.095 -0.01
H -3.009 0.651 2.906 0.14
N -0.801 0.358 0.310 -0.15
H 3.610 -0.612 -1.654 0.11
C -1.445 0.926 1.328 -0.10
H -0.405 -1.260 -0.888 0.13
```

---

Entry 4:
Formula: C7H9ClN2O2S
Source: the Open Molecules 2025 dataset
Level of theory: the ωB97M-V functional and the def2-TZVPD basis

The energy above the lowest of the compared OMol25 structures with the same formula, charge and spin is 75.3 kcal/mol. The gap between HOMO and LUMO comes out at 0.26975 hartree. For the maximum force, the calculation gives 1.90 eV/A. The LUMO energy comes out at -1.14 eV. The HOMO energy is -8.48 eV.

Geometry as XYZ:
```
22
Properties=species:S:1:pos:R:3:lowdin_charge:R:1
C 3.244 0.611 0.989 -0.17
C 0.885 1.118 0.116 -0.49
C -2.178 -0.288 0.015 -0.16
H 3.622 0.164 -1.081 0.05
N 0.352 -2.501 0.388 0.08
H -2.778 1.779 -0.201 0.07
H 3.739 0.670 1.949 0.10
H 1.375 -3.164 -1.438 0.06
H -1.640 1.241 -1.443 0.06
O 1.660 -0.108 -1.628 0.03
H 1.503 1.137 2.058 0.10
C 3.996 0.297 -0.078 -0.55
N 1.001 0.858 -1.276 -0.38
H -2.631 -0.332 1.001 0.07
C 0.890 -2.841 -0.556 -0.06
O 0.402 1.583 -2.046 0.06
S -0.595 1.923 0.618 0.97
C 1.846 0.914 1.055 -0.09
H -1.264 -0.877 0.036 0.02
H -2.864 -0.734 -0.703 0.08
C -1.913 1.146 -0.393 -0.50
Cl 5.676 0.055 0.076 0.65
```

---

Entry 5:
Formula: C7H9ClO
Source: the Open Molecules 2025 dataset
Level of theory: the ωB97M-V functional and the def2-TZVPD basis

The energy above the lowest of the compared OMol25 structures with the same formula, charge and spin is 56.6 kcal/mol. The gap between HOMO and LUMO comes out at 0.37413 hartree. For the maximum force, the calculation gives 4.95 eV/A. The LUMO energy comes out at 0.94 eV. The HOMO energy is -9.24 eV.

Geometry as XYZ:
```
18
Properties=species:S:1:pos:R:3:lowdin_charge:R:1
C 0.222 -0.927 1.291 -0.07
H -2.110 -0.022 -0.271 0.13
H 0.309 1.808 0.145 0.18
C 2.110 -0.289 -0.591 -0.51
H 0.567 -1.643 2.118 0.13
H -1.889 1.409 0.646 0.11
H -0.720 1.493 -1.468 0.13
H 2.811 0.437 -0.049 0.13
C -0.257 1.020 -0.579 -0.11
H 1.249 -0.995 -2.533 0.04
C -1.360 0.563 0.268 -0.24
C 1.026 -1.112 0.062 -0.20
Cl 3.226 -0.998 -1.792 0.66
H 0.932 -2.074 -0.491 0.17
O 0.364 -0.585 -2.258 -0.02
C -0.896 -0.264 1.398 -0.10
H -1.558 -0.303 2.251 0.11
C 0.685 -0.133 -0.977 -0.53
```

---

Entry 6:
Formula: C7H9FN
Source: the Open Molecules 2025 dataset
Level of theory: the ωB97M-V functional and the def2-TZVPD basis

The energy above the lowest of the compared OMol25 structures with the same formula, charge and spin is 0.0 kcal/mol. As for the total charge: +1. Its multiplicity is 3. The gap between HOMO and LUMO (spin up / spin down) comes out at 0.20735 / 0.27582 hartree. For the maximum force, the calculation gives 9.17 eV/A. The LUMO energy (spin up / spin down) comes out at -3.65 / -6.40 eV. The HOMO energy (spin up / spin down) is -9.30 / -13.91 eV. The expectation value of S² is 2.01.

Geometry as XYZ:
```
18
Properties=species:S:1:pos:R:3:lowdin_charge:R:1
H 2.647 -0.931 -0.857 0.17
C 0.775 -0.347 -0.331 -0.12
F 1.168 1.946 0.576 0.08
H 2.489 -0.714 0.807 0.21
C -2.228 -0.238 0.276 -0.07
C 0.236 1.058 0.138 -0.33
H 0.323 -0.809 -1.251 0.20
H 0.620 -0.627 1.787 0.15
C 0.043 -0.231 0.975 -0.11
H -3.166 -0.778 0.236 0.12
H -1.511 -1.665 1.686 0.13
C -1.345 -0.764 1.095 -0.05
N 2.179 -0.431 -0.154 0.25
H -2.925 1.520 -0.982 0.14
H 2.489 0.511 -0.247 0.16
H -0.557 2.620 -0.941 0.13
C -0.869 1.681 -0.558 0.00
C -2.033 1.047 -0.441 -0.04
```

---

| no. | calculated total energy (Eh) |
| --- | --- |
| 1 | -460.88077 |
| 2 | -5948.22287 |
| 3 | -2900.53172 |
| 4 | -1390.33268 |
| 5 | -807.47131 |
| 6 | -426.27675 |